Entry 1:
Density functional theory data (the ωB97M-V functional and the def2-TZVPD basis) for a molecular structure, C38H63FeN2O6Se in a non-equilibrium geometry.

ORCA input file:
```
! wB97M-V def2-TZVPD RIJCOSX def2/J DEFGRID3
* xyz -2 6
Fe 1.048 -0.999 -0.831
C 1.591 -4.195 -1.528
N 1.676 -2.890 -2.208
C 3.113 -2.660 -2.639
C 0.916 -2.934 -3.455
C 0.200 -1.668 -3.813
N -0.580 -1.017 -2.702
C -1.811 -1.890 -2.385
C -2.421 -1.670 -1.053
C -3.718 -1.251 -0.940
C -4.242 -0.888 0.334
C -3.484 -1.161 1.466
C -2.203 -1.795 1.431
C -1.601 -1.963 0.111
O -0.392 -2.297 -0.044
C -1.467 -2.142 2.715
C -0.588 -0.855 2.978
C -2.337 -2.372 4.001
C -0.554 -3.416 2.749
C -5.623 -0.303 0.508
C -5.524 0.852 1.430
C -6.214 0.109 -0.905
C -6.560 -1.402 1.059
C -1.003 0.375 -3.111
C -0.086 1.506 -2.585
C 0.669 2.361 -3.381
C 1.504 3.359 -2.798
C 1.327 3.633 -1.430
C 0.450 2.914 -0.585
C -0.031 1.711 -1.152
O -0.254 0.652 -0.421
C 0.232 3.303 0.848
C 1.236 2.657 1.818
C 0.325 4.828 1.016
C -1.139 2.828 1.320
C 2.527 4.045 -3.680
C 1.849 4.617 -4.990
C 3.527 2.973 -4.240
C 3.307 5.163 -3.006
H 1.889 -4.924 -2.337
H 0.520 -4.360 -1.204
H 2.273 -4.263 -0.656
H 3.424 -3.430 -3.359
H 3.854 -2.678 -1.753
H 3.241 -1.624 -2.979
H 0.143 -3.703 -3.343
H 1.577 -3.276 -4.313
H -0.426 -1.958 -4.661
H 1.001 -0.955 -4.087
H -1.475 -2.944 -2.336
H -2.569 -1.739 -3.157
H -4.364 -1.237 -1.829
H -3.943 -0.923 2.425
H -1.296 -0.003 3.080
H 0.175 -0.567 2.215
H -0.050 -0.971 3.957
H -2.947 -1.534 4.358
H -1.696 -2.725 4.772
H -3.003 -3.255 3.809
H 0.186 -3.484 1.988
H -1.173 -4.321 2.608
H -0.069 -3.581 3.742
H -5.031 1.730 0.964
H -4.976 0.538 2.409
H -6.521 1.216 1.745
H -5.573 0.792 -1.463
H -7.223 0.559 -0.757
H -6.281 -0.782 -1.551
H -6.219 -2.095 1.851
H -6.886 -2.139 0.236
H -7.568 -0.943 1.381
H -1.952 0.568 -2.614
H -1.165 0.422 -4.184
H 0.740 2.144 -4.460
H 1.889 4.448 -1.019
H 2.244 3.087 1.674
H 1.367 1.608 1.606
H 0.924 2.735 2.913
H 1.320 5.141 0.746
H 0.031 5.104 2.022
H -0.305 5.344 0.302
H -1.315 1.788 1.089
H -1.873 3.419 0.778
H -1.238 3.050 2.389
H 1.707 3.763 -5.668
H 2.481 5.312 -5.577
H 0.846 5.078 -4.825
H 3.051 2.423 -4.999
H 3.868 2.254 -3.418
H 4.373 3.525 -4.569
H 2.689 5.991 -2.719
H 4.131 5.456 -3.646
H 3.809 4.857 -2.089
O 3.370 1.883 -0.083
Se 3.299 0.247 -0.232
O 2.462 -0.047 -1.690
O 2.131 -0.680 0.716
O 4.819 -0.521 -0.304
C 2.544 -2.337 6.261
C 3.194 -2.341 4.791
C 4.740 -2.310 4.945
C 2.717 -1.225 4.025
H 2.838 -3.274 6.717
H 1.484 -2.332 6.049
H 2.772 -1.465 6.879
H 2.777 -3.201 4.231
H 5.052 -1.660 5.762
H 5.346 -2.032 4.090
H 5.095 -3.329 5.157
H 2.527 -0.250 4.433
H 2.550 -1.187 2.860
*
```

electronic energy = -155423.49169 eV
HOMO level (spin up / spin down) = -0.039 / -0.042 Ha

Entry 2:
Density functional theory data (the ωB97M-V functional and the def2-TZVPD basis) for a gas-phase ion, C12H21S (charge +1) in a non-equilibrium geometry.

ORCA input file:
```
! wB97M-V def2-TZVPD RIJCOSX def2/J DEFGRID3
* xyz 1 1
C 2.362 -0.365 -1.050
C 1.725 -0.929 1.222
C 1.513 0.506 -1.551
C 0.457 -0.472 1.371
C 2.662 -0.846 0.199
C 4.043 -1.307 0.486
C -1.919 -2.474 0.486
C -2.843 -0.902 -1.316
C -0.401 2.663 -1.157
C -0.880 2.369 1.414
C -2.210 -1.037 0.056
C -1.089 1.831 -0.038
S -0.601 0.080 -0.084
H 2.939 -0.847 -1.752
H 2.159 -1.113 2.190
H 1.294 0.699 -2.592
H 0.045 -0.137 2.295
H 4.014 -2.378 0.744
H 4.357 -0.741 1.440
H 4.791 -1.144 -0.266
H -2.686 -2.986 0.968
H -1.108 -2.377 1.078
H -1.561 -3.046 -0.345
H -3.164 0.081 -1.427
H -3.680 -1.549 -1.508
H -2.061 -1.046 -2.059
H -0.975 2.499 -2.062
H 0.469 2.193 -1.557
H -0.222 3.749 -0.904
H 0.126 2.462 1.562
H -1.485 1.769 2.199
H -1.195 3.446 1.333
H -2.667 -0.375 0.856
H -2.205 1.723 -0.232
*
```

energy above the lowest of the compared OMol25 structures with the same formula, charge and spin = 76.2 kcal per mole
electronic energy = -23606.67210 eV
HOMO level (spin up / spin down) = -0.437 / -0.411 Ha

Entry 3:
Density functional theory data (the ωB97M-V functional and the def2-TZVPD basis) for a molecular structure, C37H68BCl2N8O3S5Sc.

ORCA input file:
```
! wB97M-V def2-TZVPD RIJCOSX def2/J DEFGRID3
* xyz 2 1
Sc 0.027 -0.245 -0.027
C -1.264 5.097 -3.339
C -0.228 4.204 -2.657
C 0.092 3.026 -3.564
C 1.068 4.976 -2.402
N -0.802 3.795 -1.326
C -1.013 4.782 -0.375
C -1.779 4.256 0.593
N -2.052 2.949 0.258
B -3.032 2.175 1.197
N -3.770 1.009 0.507
C -4.946 1.272 -0.162
C -5.402 0.115 -0.671
N -4.501 -0.874 -0.318
C -3.498 -0.303 0.396
S -2.138 -1.114 1.112
C -4.634 -2.301 -0.755
C -4.599 -3.233 0.455
C -3.516 -2.585 -1.752
C -5.976 -2.491 -1.459
N -2.400 1.748 2.545
C -3.226 1.571 3.634
C -2.470 1.156 4.666
N -1.164 1.075 4.214
C -1.148 1.435 2.908
S 0.233 1.525 1.871
C -0.002 0.663 5.067
C 0.995 1.817 5.155
C -0.507 0.346 6.473
C 0.629 -0.598 4.479
C -1.440 2.667 -0.907
S -1.468 1.101 -1.670
H -0.888 5.415 -4.312
H -1.479 5.990 -2.752
H -2.196 4.551 -3.494
H 0.621 3.424 -4.432
H -0.817 2.544 -3.912
H 0.724 2.287 -3.071
H 1.506 5.246 -3.362
H 1.783 4.353 -1.864
H 0.916 5.901 -1.849
H -0.638 5.781 -0.487
H -2.173 4.701 1.489
H -3.885 2.974 1.479
H -5.365 2.261 -0.194
H -6.293 -0.082 -1.232
H -3.652 -3.189 0.986
H -4.759 -4.255 0.110
H -5.402 -2.983 1.150
H -2.541 -2.393 -1.308
H -3.627 -1.950 -2.633
H -3.574 -3.628 -2.068
H -6.817 -2.277 -0.800
H -6.048 -3.536 -1.758
H -6.059 -1.888 -2.364
H -4.281 1.770 3.580
H -2.752 0.927 5.674
H 0.514 2.707 5.562
H 1.418 2.057 4.182
H 1.807 1.534 5.826
H -0.952 1.216 6.955
H 0.349 0.042 7.074
H -1.222 -0.477 6.476
H 1.054 -0.412 3.496
H -0.118 -1.390 4.398
H 1.419 -0.937 5.152
Cl -0.106 -1.222 -6.175
C 0.388 0.046 -5.054
Cl 1.638 -0.494 -3.904
H -0.471 0.349 -4.468
H 0.804 0.865 -5.627
C 4.359 -3.517 2.707
C 3.200 -2.533 2.654
S 2.670 -2.209 0.972
O 1.675 -1.062 1.122
C 4.133 -1.434 0.267
C 4.636 -0.232 1.045
H 4.537 -3.806 3.742
H 5.281 -3.082 2.324
H 4.144 -4.427 2.145
H 3.425 -1.569 3.111
H 2.305 -2.932 3.135
H 3.802 -1.159 -0.738
H 4.879 -2.223 0.158
H 3.811 0.435 1.300
H 5.352 0.318 0.434
H 5.148 -0.525 1.962
C 1.747 -4.536 -4.531
C 0.311 -4.671 -4.034
C -0.177 -3.488 -3.201
S 0.804 -3.239 -1.721
O 0.102 -2.070 -1.003
C 0.369 -4.697 -0.756
C -1.099 -4.825 -0.341
C -1.891 -5.820 -1.182
H 2.004 -5.375 -5.175
H 2.464 -4.523 -3.708
H 1.879 -3.617 -5.102
H 0.190 -5.601 -3.473
H -0.373 -4.751 -4.882
H -1.214 -3.587 -2.887
H -0.063 -2.549 -3.743
H 1.035 -4.635 0.103
H 0.715 -5.537 -1.364
H -1.566 -3.839 -0.344
H -1.118 -5.146 0.702
H -1.915 -5.547 -2.238
H -2.921 -5.881 -0.832
H -1.461 -6.820 -1.112
N 1.695 1.159 -0.722
C 2.424 2.034 -0.505
N 3.245 3.003 -0.229
C 2.886 4.042 0.757
C 4.094 4.282 1.643
O 5.229 4.596 0.860
C 5.599 3.521 0.024
C 4.496 3.214 -0.976
H 2.022 3.702 1.328
H 2.628 4.959 0.220
H 4.291 3.394 2.257
H 3.915 5.131 2.300
H 5.813 2.630 0.629
H 6.506 3.818 -0.499
H 4.720 2.320 -1.557
H 4.361 4.058 -1.658
*
```

energy above the lowest of the compared OMol25 structures with the same formula, charge and spin = 0.0 kcal per mole
electronic energy = -158130.66244 eV
HOMO level = -0.460 Ha